ORCA calculation (ωB97M-V/def2-TZVPD) on 13 unconnected molecules or ions with the total composition C32H91NO13 in a non-equilibrium geometry.

The geometry in XYZ format:
```
137
Properties=species:S:1:pos:R:3:forces:R:3:mulliken_charge:R:1
C -18.2145 5.5200 -5.5899 -0.42 0.99 0.89 -0.9695
C -19.6932 6.0242 -5.4150 1.16 -1.42 -1.96 0.0675
C -20.2196 6.7977 -6.6528 0.46 0.17 0.80 -0.2211
O -20.5010 4.8793 -5.3267 -1.27 -0.63 1.14 -0.5989
H -17.8544 4.9388 -4.7410 -0.44 0.14 0.45 0.4308
H -17.5924 6.4151 -5.5956 0.42 -0.14 -0.55 0.1477
H -18.0275 4.8279 -6.4110 -0.32 0.54 -0.59 0.1881
H -19.7767 6.5780 -4.4798 -0.15 0.03 -0.09 0.3799
H -19.6832 7.7350 -6.8006 0.07 0.06 -0.18 0.2312
H -21.2801 7.0207 -6.5356 -0.01 0.03 0.21 0.4015
H -20.1339 6.1648 -7.5361 0.23 0.03 0.02 -0.4072
H -20.2265 4.1788 -5.9230 0.29 0.21 -0.15 0.3534
C -14.6428 5.3738 -7.4958 0.13 0.05 -0.16 -1.1686
C -13.6295 5.3751 -8.6413 -0.08 -0.36 1.37 1.5029
C -12.4569 4.4868 -8.2017 0.10 0.20 -0.56 -1.6933
O -14.2200 4.9620 -9.8398 1.01 -1.32 0.25 -0.6557
H -15.3830 6.1609 -7.6396 -0.20 -0.17 0.05 -0.2237
H -14.1160 5.5595 -6.5598 -0.13 0.04 0.15 0.5684
H -15.1133 4.3915 -7.4536 -0.19 0.02 0.10 0.4117
H -13.2920 6.4090 -8.7130 0.42 0.29 -0.29 -0.3505
H -12.7417 3.4564 -7.9887 -0.31 -0.05 -0.29 0.3954
H -12.0296 4.8483 -7.2664 0.02 0.29 -0.07 0.3866
H -11.6716 4.4851 -8.9576 0.04 -0.10 -0.02 0.4025
H -14.9538 5.5605 -9.9982 -0.37 0.81 -0.52 0.3797
C -19.5664 4.5765 -14.3451 -0.39 0.05 -0.27 -1.6650
C -20.6060 5.0327 -13.3415 1.15 2.87 -0.43 2.0608
C -21.4735 6.1785 -13.8910 0.10 0.77 -0.44 -1.2732
O -21.3860 4.0090 -12.9556 -1.43 -2.70 0.53 -0.6462
H -18.8958 5.3892 -14.6243 0.06 0.02 0.18 0.3096
H -20.0989 4.2943 -15.2533 0.10 -0.29 -0.12 0.4620
H -18.9967 3.7292 -13.9634 -0.01 0.01 -0.05 0.3344
H -20.0883 5.4110 -12.4600 0.42 0.37 0.19 -0.7686
H -20.9428 6.9927 -14.3846 0.69 -0.23 -0.20 0.1795
H -22.0074 6.7636 -13.1422 -0.31 -0.57 0.43 0.1386
H -22.1728 5.8175 -14.6451 -0.13 -0.24 0.15 0.4662
H -21.7553 4.1687 -12.0839 -0.35 0.01 0.08 0.3251
C -23.3309 10.9918 -15.7984 0.05 0.46 0.85 -1.2643
C -21.8799 11.0023 -16.2277 -0.75 -0.76 1.54 0.2196
C -20.9515 10.4023 -15.1794 0.24 0.40 -0.41 -0.8752
O -21.8356 10.2580 -17.4043 0.64 -0.14 -1.37 -0.5637
H -23.7689 9.9950 -15.7463 0.25 -0.11 -0.46 0.2839
H -23.8563 11.6267 -16.5118 -0.53 -0.07 0.33 0.3809
H -23.3959 11.3487 -14.7706 -0.32 0.58 -0.03 0.2406
H -21.6138 12.0199 -16.5138 0.40 0.32 0.66 0.4372
H -20.9233 11.0168 -14.2795 0.11 0.17 -0.05 0.3610
H -19.9664 10.3493 -15.6429 0.21 -0.08 0.29 0.2060
H -21.2304 9.4048 -14.8398 -0.27 -0.07 -0.33 0.1845
H -22.0615 10.9652 -18.0129 -0.03 -0.71 -0.99 0.3915
C -22.4342 11.1141 -10.5516 0.78 0.41 0.61 -1.6222
C -21.3971 9.9329 -10.4679 -2.13 2.16 -0.24 1.1702
C -21.4539 9.1742 -9.1678 0.91 0.39 0.27 -0.9428
O -21.7695 9.1621 -11.5681 0.48 -1.43 -0.68 -0.3138
H -22.1547 11.9465 -9.9058 -0.17 0.01 0.33 0.3478
H -23.4545 10.8043 -10.3254 0.02 -0.27 0.37 0.4215
H -22.5120 11.5510 -11.5472 0.46 -0.30 -0.20 0.3614
H -20.4099 10.3661 -10.6288 0.10 -0.35 -0.10 -0.3508
H -20.7299 8.3619 -9.2321 0.00 -0.15 0.22 -0.1140
H -22.4155 8.7811 -8.8379 -0.20 0.09 -0.42 0.4036
H -21.1158 9.8785 -8.4078 0.04 -0.21 0.33 0.4221
H -22.6641 8.9116 -11.3262 -0.29 -0.38 -0.53 0.3303
C -17.1317 12.2087 -17.0424 0.64 -0.55 -0.69 -1.2797
C -17.3159 13.5402 -16.3169 -1.81 -2.19 -0.91 0.5856
C -18.0278 13.2081 -15.0053 0.35 1.28 0.60 -0.9266
O -16.0843 14.1600 -16.1947 0.74 0.65 1.05 -0.5453
H -16.6570 11.4451 -16.4262 0.24 0.20 0.30 0.3154
H -16.4643 12.3708 -17.8888 0.12 -0.09 -0.21 0.3908
H -17.9973 11.6916 -17.4564 -0.48 0.52 0.14 0.2745
H -17.9699 14.1519 -16.9385 -0.26 0.24 0.00 0.1658
H -18.5444 14.0893 -14.6249 0.09 0.15 0.20 0.3971
H -17.2917 12.9145 -14.2569 0.04 -0.14 0.02 0.3424
H -18.7968 12.4382 -15.0680 0.25 -0.12 -0.47 -0.0245
H -15.6995 14.2166 -17.0725 0.07 0.02 -0.02 0.3355
C -10.9851 8.8520 -9.7133 -0.12 -0.49 -0.38 -1.4510
C -11.8415 8.8927 -10.9787 0.59 1.42 0.32 0.4553
C -12.8098 10.0848 -10.8572 -0.27 -1.01 -0.51 -0.8536
O -11.0015 9.1500 -12.1167 -0.19 -0.82 -0.05 -0.5625
H -10.2745 8.0265 -9.6709 -0.18 -0.24 -0.17 0.3228
H -11.6572 8.7815 -8.8581 0.25 0.25 0.23 0.2596
H -10.3747 9.7550 -9.7130 -0.17 0.27 0.44 0.5432
H -12.3842 7.9543 -11.0931 0.14 -0.01 -0.45 0.2602
H -13.1004 10.4050 -11.8577 0.08 0.05 -0.04 0.3433
H -12.3187 10.9123 -10.3452 -0.28 0.02 0.15 0.3479
H -13.7250 9.7285 -10.3844 -0.02 0.45 0.52 -0.0024
H -10.2979 9.7295 -11.8156 0.09 0.06 -0.04 0.3409
C -18.3416 13.1551 -6.5932 -0.21 -0.32 -0.14 -1.5806
C -17.8361 12.0008 -7.4351 -0.79 0.39 -1.08 0.5495
C -18.7807 11.7869 -8.6850 0.17 -0.43 0.81 -0.4139
O -16.5195 12.3065 -7.8889 0.03 -0.28 -0.25 -0.5890
H -19.2768 12.8685 -6.1121 0.01 0.11 0.18 0.3719
H -18.5545 13.9904 -7.2603 0.08 0.24 0.15 0.3204
H -17.5879 13.4261 -5.8539 -0.16 0.08 0.01 0.4160
H -17.7203 11.1104 -6.8171 -0.29 -0.20 -0.17 0.1246
H -18.7347 12.5614 -9.4506 0.42 0.55 0.31 0.4419
H -19.8243 11.7842 -8.3705 -0.02 -0.17 0.13 0.2392
H -18.5867 10.8761 -9.2515 0.17 -0.28 0.36 -0.1949
H -16.6845 12.8685 -8.6495 0.54 0.22 -0.23 0.3580
C -21.9946 5.7698 -9.9459 -0.91 0.91 1.53 -0.0388
O -22.8329 4.6735 -10.2750 0.72 -0.25 -0.81 -0.5815
H -22.2339 6.0647 -8.9242 0.26 0.02 0.32 0.5020
H -20.9202 5.5862 -9.9448 -0.14 -0.63 -0.45 -0.3641
H -22.2034 6.6887 -10.4938 0.02 -0.26 -0.70 0.1639
H -23.6003 4.6341 -9.6995 0.17 0.16 0.01 0.3365
C -15.4931 9.0509 -7.0685 0.40 -0.20 0.95 -0.6600
O -15.8014 9.5356 -8.3291 -0.28 -0.08 -1.01 -0.3890
H -16.3600 8.6311 -6.5583 -0.23 -0.23 0.05 0.1624
H -14.7310 8.2766 -7.1561 0.00 -0.01 0.05 0.1222
H -15.1110 9.8467 -6.4290 0.21 0.03 0.13 0.4987
H -16.0570 10.4551 -8.2251 0.00 0.51 -0.29 0.2675
C -14.8069 7.9533 -15.1005 -0.07 -0.59 0.99 -0.3140
O -14.5688 8.2892 -16.4347 -0.26 0.08 -0.67 -0.5318
H -14.0209 8.3650 -14.4674 -0.25 0.22 0.35 0.2075
H -15.8083 8.2347 -14.7748 0.13 0.80 -0.23 0.0154
H -14.8533 6.8845 -14.8916 0.44 -0.46 -0.38 0.3215
H -13.6482 8.1025 -16.6328 -0.01 -0.02 -0.02 0.3018
C -19.1058 2.9413 -10.8061 -0.45 0.40 -1.12 -0.1720
O -18.4926 2.8039 -9.5691 0.13 -0.19 1.11 -0.5241
H -20.1881 2.8205 -10.7595 0.07 -0.47 0.44 0.2594
H -19.0079 3.9535 -11.1984 0.39 0.24 -0.19 -0.2367
H -18.6997 2.2384 -11.5336 -0.14 -0.03 -0.17 0.4237
H -17.5498 2.6831 -9.7040 0.04 0.04 0.01 0.2998
C -17.7616 6.1334 -9.3514 0.35 0.33 -0.39 0.2538
C -17.2139 6.6936 -10.6773 -1.11 0.53 -0.01 0.4513
C -18.0252 7.9268 -11.1393 -0.52 -0.97 0.23 0.0064
O -17.5458 8.5193 -12.3179 1.10 -1.29 -0.02 -0.4310
C -18.4646 9.3872 -12.9025 0.34 1.05 1.00 -0.2450
N -15.8169 7.0277 -10.5166 -0.25 0.17 -0.20 -0.1568
H -18.8307 5.9308 -9.4146 0.09 -0.15 0.03 -1.0786
H -17.5843 6.8265 -8.5291 -0.13 0.36 -0.02 0.1067
H -17.2095 5.2398 -9.0600 -0.23 -0.19 -0.24 0.1834
H -17.3723 5.9529 -11.4611 0.39 -0.26 -0.09 0.1919
H -18.0614 8.6576 -10.3314 -0.03 0.32 0.26 -0.1468
H -19.0276 7.5447 -11.3325 -0.53 0.14 0.11 0.2581
H -18.7454 10.0697 -12.1003 -0.55 0.45 0.04 -0.0126
H -19.3765 8.9109 -13.2624 0.15 -0.12 -0.38 0.0955
H -17.8943 10.0106 -13.5911 -0.40 -0.34 -0.55 0.2440
H -15.8319 7.7696 -9.8315 0.41 0.38 0.47 -0.2276
H -15.5607 7.4998 -11.3719 0.51 0.01 -0.31 0.3621
```
Positions in Å, forces in eV/Å.

The charge is 0. The value obtained for the lowest unoccupied orbital energy is 0.23 eV. The calculation puts the highest occupied orbital energy at -9.35 eV. Its molar mass is 698.07 g mol⁻¹.